Formula: C34H48AsNOPS4TeV
Source: the OMol25 dataset
Level of theory: the ωB97M-V functional and the def2-TZVPD basis

Properties
expectation value of S²: 0.7946
net charge: -1
2S+1: 2
calculated total energy: -6836.4401 a.u.
relative energy (zero: lowest compared OMol25 entry of this formula, charge and spin): 9.09 kcal per mole
HOMO (alpha / beta): -4.86 / -4.86 eV
LUMO energy (alpha / beta): 2.3 / 2.3 eV
gap between HOMO and LUMO (alpha / beta): 7.12 / 7.14 eV

Atoms and positions in Å:
V -1.141 0.047 0.766
S -5.122 1.583 -0.845
As -3.068 1.794 -0.644
S -2.025 -0.156 -1.336
S -2.606 1.454 1.639
S -1.962 3.440 -1.262
C 0.330 -0.257 4.103
C 0.996 0.015 2.773
O 2.122 0.505 2.709
N 0.267 -0.274 1.654
Te 1.326 2.313 0.005
C 1.320 3.782 -1.548
C 1.318 5.145 -1.244
C 1.306 5.702 0.157
C 1.289 6.072 -2.288
C 1.258 5.684 -3.613
C 1.211 6.694 -4.728
C 1.240 4.322 -3.894
C 1.257 3.367 -2.890
C 1.158 1.917 -3.268
C 3.203 1.500 -0.596
C 4.351 2.300 -0.544
C 4.328 3.715 -0.037
C 5.566 1.774 -0.978
C 5.677 0.477 -1.450
C 6.997 -0.079 -1.914
C 4.533 -0.306 -1.475
C 3.298 0.176 -1.054
C 2.120 -0.759 -1.083
H 1.019 -0.073 4.922
H -0.012 -1.287 4.124
H -0.547 0.388 4.193
H 1.379 4.925 0.915
H 0.376 6.249 0.328
H 2.132 6.402 0.298
H 1.279 7.130 -2.043
H 1.294 7.710 -4.343
H 0.272 6.618 -5.279
H 2.023 6.532 -5.439
H 1.184 3.994 -4.926
H 1.023 1.811 -4.344
H 0.301 1.458 -2.767
H 2.058 1.369 -2.980
H 3.848 3.767 0.943
H 3.764 4.364 -0.708
H 5.341 4.106 0.046
H 6.450 2.401 -0.939
H 7.775 0.685 -1.893
H 6.925 -0.461 -2.933
H 7.319 -0.904 -1.277
H 4.598 -1.328 -1.835
H 2.369 -1.676 -1.619
H 1.248 -0.304 -1.556
H 1.824 -1.017 -0.064
C -3.541 -1.652 3.642
C -2.888 -2.928 3.090
C -1.825 -3.395 4.085
C -3.957 -4.024 3.007
P -2.198 -2.424 1.389
C -3.705 -2.608 0.357
C -4.577 -1.522 0.350
C -5.806 -1.599 -0.290
C -6.169 -2.748 -0.971
C -5.291 -3.822 -1.012
C -4.077 -3.754 -0.348
C -0.954 -3.742 0.823
C 0.381 -3.452 1.526
C -1.284 -5.215 1.104
C -0.726 -3.539 -0.683
H -3.909 -1.842 4.654
H -4.388 -1.342 3.030
H -2.835 -0.821 3.678
H -2.311 -3.540 5.054
H -1.032 -2.670 4.230
H -1.375 -4.344 3.803
H -4.380 -4.166 4.006
H -3.539 -4.979 2.684
H -4.769 -3.760 2.335
H -4.296 -0.590 0.828
H -6.447 -0.728 -0.285
H -7.118 -2.799 -1.488
H -5.552 -4.720 -1.557
H -3.431 -4.612 -0.388
H 0.307 -3.539 2.611
H 0.747 -2.457 1.289
H 1.120 -4.184 1.187
H -1.291 -5.435 2.169
H -0.493 -5.824 0.656
H -2.227 -5.555 0.691
H -0.575 -2.487 -0.931
H -1.555 -3.904 -1.285
H 0.177 -4.082 -0.977

Here are the Löwdin charges for atoms 1 to 5, given in e:
1 V -0.01
2 S -0.01
3 As -0.35
4 S 0.10
5 S 0.10



Formula: C34H48AsNPdS2Si3Te
Source: the OMol25 dataset
Level of theory: the ωB97M-V functional and the def2-TZVPD basis

Properties
net charge: 0
calculated total energy: -5675.7966 a.u.
relative energy (zero: lowest compared OMol25 entry of this formula, charge and spin): 0.00 kcal per mole
HOMO: -6.99 eV
LUMO energy: -0.5 eV
gap between HOMO and LUMO: 6.49 eV

Atoms and positions in Å:
Pd -0.172 -0.280 -0.282
C -3.755 -3.740 2.577
Si -2.109 -3.710 3.459
C -0.995 -5.085 2.859
C -2.382 -3.900 5.305
C -1.264 -2.041 3.189
C -1.059 -1.143 4.226
C -0.479 0.113 4.015
C -0.077 0.438 2.743
N -0.226 -0.428 1.737
C -0.834 -1.613 1.921
S -1.049 -2.397 0.383
H -4.189 -4.740 2.618
H -3.647 -3.454 1.530
H -4.457 -3.048 3.045
H -1.431 -6.052 3.116
H -0.012 -5.023 3.329
H -0.854 -5.049 1.780
H -2.837 -4.872 5.504
H -3.054 -3.139 5.704
H -1.446 -3.857 5.863
H -1.369 -1.408 5.229
H -0.336 0.813 4.826
H 0.385 1.386 2.495
S -0.481 -0.477 -2.531
C -1.080 1.070 -3.158
C -1.127 1.162 -4.555
C -1.593 2.299 -5.184
C -2.032 3.381 -4.434
C -2.014 3.296 -3.052
C -1.554 2.150 -2.406
As -1.504 2.052 -0.465
C -2.473 3.686 0.005
C -1.725 4.807 0.350
C -2.350 6.010 0.651
C -3.733 6.095 0.611
C -4.485 4.979 0.269
C -3.860 3.778 -0.033
C -3.001 0.830 -0.114
C -3.734 0.199 -1.108
C -4.754 -0.680 -0.765
C -5.052 -0.924 0.566
C -4.327 -0.285 1.563
C -3.304 0.585 1.223
H -0.783 0.323 -5.144
H -1.606 2.342 -6.266
H -2.393 4.279 -4.917
H -2.374 4.133 -2.468
H -0.642 4.745 0.383
H -1.757 6.875 0.918
H -4.226 7.029 0.846
H -5.565 5.043 0.236
H -4.459 2.915 -0.299
H -3.501 0.371 -2.152
H -5.314 -1.180 -1.546
H -5.843 -1.615 0.828
H -4.552 -0.469 2.606
H -2.736 1.070 2.012
C 5.236 0.935 -3.385
Si 3.849 -0.251 -3.822
C 4.572 -1.748 -4.690
C 2.610 0.611 -4.920
C 2.980 -0.859 -2.272
Te 2.317 0.706 -0.973
C 4.126 0.593 0.186
Si 4.422 -0.792 1.427
C 6.156 -0.531 2.096
C 3.189 -0.721 2.825
C 4.303 -2.469 0.605
H 5.667 1.348 -4.300
H 6.043 0.447 -2.836
H 4.874 1.775 -2.789
H 4.983 -1.482 -5.665
H 3.814 -2.517 -4.848
H 5.376 -2.190 -4.099
H 3.096 1.000 -5.817
H 2.137 1.447 -4.400
H 1.815 -0.070 -5.226
H 3.613 -1.501 -1.661
H 2.084 -1.420 -2.540
H 4.245 1.566 0.666
H 4.886 0.547 -0.599
H 6.253 0.452 2.559
H 6.901 -0.600 1.302
H 6.406 -1.279 2.851
H 3.153 0.261 3.299
H 3.445 -1.454 3.593
H 2.193 -0.965 2.458
H 4.987 -2.565 -0.240
H 3.290 -2.668 0.250
H 4.559 -3.252 1.322

Here are the Löwdin charges for atoms 1 to 5, given in e:
1 Pd 0.15
2 C -0.18
3 Si 0.51
4 C -0.18
5 C -0.19



Formula: C34H48BBrKN8O2S
Source: the OMol25 dataset
Level of theory: the ωB97M-V functional and the def2-TZVPD basis

Properties
net charge: -1
calculated total energy: -5510.1406 a.u.
relative energy (zero: lowest compared OMol25 entry of this formula, charge and spin): 0.00 kcal per mole
HOMO: -4.07 eV
LUMO energy: 2.1 eV
gap between HOMO and LUMO: 6.13 eV

Atoms and positions in Å:
K -0.756 -0.337 -0.054
C 4.207 3.203 -0.692
C 3.447 1.941 -0.942
C 3.957 0.716 -1.319
C 2.835 -0.130 -1.419
N 1.734 0.534 -1.108
N 2.104 1.810 -0.824
B 1.094 2.956 -0.510
N 0.592 2.936 0.960
N -0.241 1.984 1.461
C -0.437 2.284 2.735
C 0.279 3.448 3.081
C 0.924 3.827 1.924
C 1.766 5.043 1.703
C -1.338 1.496 3.655
C -1.957 0.297 2.946
C -2.458 2.421 4.152
C -0.523 1.006 4.860
N -0.063 2.987 -1.511
N -0.897 1.940 -1.694
C -1.757 2.291 -2.635
C -1.484 3.602 -3.077
C -0.395 4.007 -2.336
C 0.334 5.311 -2.390
C -2.842 1.338 -3.081
C -3.478 1.858 -4.372
C -2.254 -0.052 -3.348
C -3.922 1.237 -1.998
C 2.776 -1.579 -1.856
C 4.169 -2.043 -2.283
C 1.813 -1.708 -3.043
C 2.278 -2.473 -0.718
H 5.255 3.046 -0.948
H 4.162 3.501 0.358
H 3.826 4.036 -1.285
H 4.992 0.483 -1.511
H 1.712 3.976 -0.632
H 0.312 3.963 4.029
H 1.868 5.583 2.644
H 1.303 5.714 0.976
H 2.762 4.809 1.332
H -2.536 0.599 2.071
H -2.635 -0.233 3.620
H -1.198 -0.419 2.633
H -3.053 2.785 3.313
H -2.054 3.286 4.682
H -3.120 1.880 4.834
H 0.272 0.332 4.539
H -1.168 0.463 5.557
H -0.064 1.842 5.394
H -1.999 4.172 -3.834
H -0.146 5.966 -3.115
H 1.376 5.179 -2.686
H 0.331 5.816 -1.422
H -2.737 1.948 -5.170
H -3.934 2.840 -4.219
H -4.261 1.174 -4.707
H -1.395 0.007 -4.021
H -3.013 -0.685 -3.820
H -1.945 -0.579 -2.444
H -4.366 2.217 -1.801
H -3.513 0.849 -1.065
H -4.715 0.550 -2.306
H 4.557 -1.431 -3.101
H 4.128 -3.080 -2.624
H 4.875 -1.991 -1.450
H 2.150 -1.101 -3.887
H 0.811 -1.380 -2.766
H 1.754 -2.751 -3.368
H 2.893 -2.362 0.178
H 2.304 -3.522 -1.028
H 1.247 -2.237 -0.459
O -1.452 -2.539 -0.827
N -2.465 -3.337 -1.013
C -2.302 -4.390 -1.851
C -3.301 -5.288 -2.111
C -4.535 -5.100 -1.480
C -4.696 -4.033 -0.634
C -3.664 -3.104 -0.364
S -3.850 -1.786 0.680
H -1.309 -4.420 -2.273
H -3.117 -6.108 -2.791
H -5.356 -5.785 -1.652
H -5.636 -3.855 -0.132
O 3.998 -0.675 5.223
C 3.155 -0.688 4.158
C 3.116 0.336 3.221
C 2.218 0.238 2.176
N 1.382 -0.794 2.011
C 1.452 -1.745 2.920
Br 0.262 -3.203 2.655
C 2.300 -1.769 4.013
H 4.502 0.146 5.213
H 3.760 1.204 3.298
H 2.162 1.017 1.427
H 2.296 -2.583 4.723

Here are the Löwdin charges for atoms 1 to 5, given in e:
1 K 0.57
2 C -0.03
3 C -0.29
4 C 0.01
5 C -0.26



Formula: C34H48FMnN7O3SSb
Source: the OMol25 dataset
Level of theory: the ωB97M-V functional and the def2-TZVPD basis

Properties
expectation value of S²: 1.1484
net charge: +1
2S+1: 2
calculated total energy: -3822.4511 a.u.
HOMO (alpha / beta): -8.80 / -8.52 eV
LUMO energy (alpha / beta): -3.2 / -3.2 eV
gap between HOMO and LUMO (alpha / beta): 5.59 / 5.31 eV

Atoms and positions in Å:
Mn 0.140 -0.290 -0.159
C -3.463 1.533 1.724
C -2.390 1.008 0.829
N -1.245 0.576 1.205
N -0.931 0.642 2.550
C 0.368 0.779 2.674
N 0.825 0.823 3.966
S 1.504 0.891 1.393
C -2.549 1.056 -0.650
C -3.735 1.448 -1.260
C -3.790 1.473 -2.645
C -2.673 1.093 -3.371
C -1.533 0.719 -2.677
N -1.461 0.724 -1.351
H -3.209 1.329 2.760
H -4.422 1.070 1.486
H -3.586 2.611 1.602
H 0.147 1.080 4.665
H 1.767 1.145 4.103
H -4.593 1.727 -0.669
H -4.701 1.775 -3.144
H -2.676 1.081 -4.450
H -0.647 0.385 -3.201
F -0.819 -2.691 6.061
C -1.135 -3.332 4.914
C -0.758 -2.789 3.722
C -1.146 -3.408 2.532
C -0.755 -2.778 1.248
O 0.001 -1.790 1.290
C -1.307 -3.377 0.070
C -2.029 -4.518 0.203
N -2.323 -5.145 1.370
C -3.131 -6.340 1.367
C -2.862 -7.378 0.327
C -2.494 -7.645 1.757
C -1.921 -4.566 2.566
C -2.268 -5.128 3.806
C -1.881 -4.523 4.986
N -2.256 -5.126 6.222
C -1.491 -4.919 7.440
C -1.924 -5.993 8.456
N -2.556 -7.122 7.691
C -3.881 -6.686 7.113
C -3.670 -5.292 6.503
C -1.092 -2.851 -1.349
O -1.421 -3.598 -2.264
O -0.549 -1.706 -1.470
H -0.198 -1.861 3.684
H -2.399 -4.988 -0.699
H -4.163 -6.174 1.656
H -2.049 -7.201 -0.362
H -3.718 -7.883 -0.095
H -1.441 -7.613 2.001
H -3.088 -8.349 2.322
H -2.818 -6.058 3.835
H -1.654 -3.941 7.901
H -0.431 -5.016 7.217
H -2.691 -5.637 9.143
H -1.093 -6.396 9.029
H -2.655 -7.962 8.259
H -1.943 -7.336 6.899
H -4.599 -6.687 7.931
H -4.159 -7.443 6.381
H -4.027 -4.518 7.195
H -4.252 -5.200 5.590
C 5.188 -0.396 -2.431
C 4.151 -0.116 -1.350
C 4.309 -1.114 -0.200
Sb 2.108 -0.060 -1.974
C 1.935 -1.490 -3.542
C 2.336 -2.867 -3.018
C 2.613 -1.159 -4.864
C 1.987 1.822 -2.995
C 1.541 2.908 -2.019
C 3.261 2.252 -3.715
H 6.195 -0.283 -2.020
H 5.112 0.260 -3.296
H 5.107 -1.425 -2.788
H 4.309 0.894 -0.955
H 4.142 -2.137 -0.549
H 3.616 -0.924 0.620
H 5.325 -1.074 0.200
H 0.850 -1.499 -3.688
H 3.408 -2.925 -2.816
H 2.105 -3.637 -3.759
H 1.803 -3.126 -2.101
H 3.697 -1.083 -4.770
H 2.249 -0.221 -5.288
H 2.406 -1.945 -5.595
H 1.195 1.672 -3.737
H 2.300 3.085 -1.252
H 0.615 2.660 -1.496
H 1.394 3.853 -2.550
H 4.077 2.407 -3.005
H 3.104 3.205 -4.226
H 3.601 1.531 -4.459

Here are the Löwdin charges for atoms 1 to 5, given in e:
1 Mn 0.28
2 C -0.03
3 C -0.25
4 N -0.06
5 N 0.00



Formula: C34H48N3PTl
Source: the OMol25 dataset
Level of theory: the ωB97M-V functional and the def2-TZVPD basis

Properties
net charge: -1
calculated total energy: -2002.3633 a.u.
relative energy (zero: lowest compared OMol25 entry of this formula, charge and spin): 6.47 kcal per mole
HOMO: -2.27 eV
LUMO energy: 2.3 eV
gap between HOMO and LUMO: 4.58 eV

Atoms and positions in Å:
Tl 0.050 -0.220 0.829
N 0.191 -2.538 2.372
N 0.856 -2.784 -0.877
C 2.717 1.927 0.522
C 3.506 0.777 0.810
C 3.257 0.401 2.159
C 3.799 -0.778 2.868
H 4.606 -1.241 2.288
H 3.026 -1.544 3.048
H 4.208 -0.482 3.847
C 2.342 1.335 2.717
C 1.798 1.289 4.092
H 2.472 1.793 4.805
H 1.674 0.253 4.443
H 0.822 1.789 4.158
C 2.038 2.304 1.716
C 1.188 3.500 1.898
H 0.359 3.312 2.595
H 0.772 3.847 0.943
H 1.773 4.336 2.317
C 4.397 0.070 -0.132
H 5.294 -0.298 0.388
H 4.719 0.742 -0.938
H 3.905 -0.798 -0.600
C 2.561 2.583 -0.797
H 1.571 2.387 -1.245
H 3.308 2.216 -1.512
H 2.679 3.675 -0.706
C -0.727 -2.699 3.338
H -0.723 -1.967 4.152
C -1.647 -3.758 3.337
H -2.368 -3.818 4.151
C -1.581 -4.717 2.318
H -2.264 -5.565 2.312
C -0.619 -4.582 1.330
H -0.471 -5.287 0.517
C 0.263 -3.463 1.380
C 1.241 -3.211 0.377
H 2.246 -2.908 0.686
C 0.667 -1.435 -1.156
C 0.684 -3.549 -2.055
H 0.739 -4.620 -2.052
C 0.499 -2.686 -3.054
H 0.366 -2.862 -4.103
N 0.513 -1.390 -2.512
C 0.599 -0.192 -3.303
C 1.824 0.138 -3.899
C 1.901 1.316 -4.648
H 2.850 1.571 -5.126
C 0.788 2.142 -4.821
C 0.855 3.368 -5.684
H 0.824 4.292 -5.094
H 0.002 3.398 -6.372
H 1.774 3.378 -6.277
C -0.405 1.811 -4.177
H -1.272 2.468 -4.266
C -0.531 0.622 -3.450
C -1.851 0.208 -2.879
H -2.202 -0.762 -3.265
H -2.607 0.957 -3.142
H -1.829 0.138 -1.781
C 3.014 -0.761 -3.763
H 2.919 -1.675 -4.370
H 3.210 -1.064 -2.723
H 3.904 -0.226 -4.115
C -2.978 0.816 4.025
C -3.659 0.031 2.897
P -2.764 0.059 1.291
C -3.350 -1.405 0.329
C -4.783 -1.367 -0.204
C -3.398 1.551 0.406
C -3.552 2.821 1.247
H -2.859 1.883 3.792
H -3.590 0.748 4.935
H -1.985 0.403 4.268
H -3.741 -1.028 3.188
H -4.676 0.411 2.710
H -2.640 -1.523 -0.507
H -3.204 -2.281 0.984
H -5.520 -1.360 0.606
H -4.980 -2.257 -0.814
H -4.967 -0.500 -0.847
H -2.672 1.743 -0.404
H -4.356 1.292 -0.065
H -2.645 3.074 1.811
H -3.767 3.664 0.581
H -4.390 2.760 1.950

Here are the Löwdin charges for atoms 1 to 5, given in e:
1 Tl 0.80
2 N 0.02
3 N -0.12
4 C -0.30
5 C -0.28



Q: What is the formula in the third record?
A: C34H48BBrKN8O2S